(a)
7
Properties=species:S:1:pos:R:3:nbo_charge:R:1 method="wB97M-V/def2-TZVPD" smiles=N#C[SiH2]O homo_energy_ev=-11.6 homo_lumo_gap_ha=0.4424
N 2.485 -0.065 0.156 -0.29
C 1.378 -0.269 0.054 -0.16
Si -0.488 -0.369 -0.157 1.42
O -1.013 1.141 0.031 -1.07
H -0.689 -1.297 0.895 -0.22
H -1.212 -1.005 -1.186 -0.19
H -0.461 1.864 0.207 0.52



(b)
7
Properties=species:S:1:pos:R:3:nbo_charge:R:1 method="wB97M-V/def2-TZVPD" homo_energy_ev="-8.6 / -8.6" homo_lumo_gap_ha="0.2176 / 0.2177"
C -2.048 -0.087 0.052 0.56
N -3.074 -0.542 0.382 -0.57
O -1.062 0.389 -0.468 -0.75
Si 1.528 0.072 -0.084 1.19
H 2.313 0.472 -1.215 -0.14
H 1.472 0.840 1.140 -0.15
H 0.871 -1.145 0.194 -0.12



In terms of stability, (a) leads; the second structure lies 404.9 kJ/mol higher.



(a)
13
Properties=species:S:1:pos:R:3:nbo_charge:R:1 method="wB97M-V/def2-TZVPD" smiles="[H]/N=C/NN/C=N/O" homo_energy_ev=-9.0 homo_lumo_gap_ha=0.3664
H -2.247 -1.816 -0.883 0.35
N -1.896 -0.906 -0.771 -0.72
C -1.747 -0.597 0.401 0.28
N -1.110 0.604 0.778 -0.48
N -0.376 1.305 -0.251 -0.44
C 0.826 0.602 -0.533 0.21
N 1.378 -0.147 0.324 -0.25
O 2.687 -0.672 -0.043 -0.57
H -2.169 -1.082 1.213 0.15
H -0.735 0.760 1.731 0.40
H -0.988 1.525 -0.980 0.39
H 1.351 1.041 -1.460 0.18
H 2.848 -1.071 0.955 0.48



(b)
13
Properties=species:S:1:pos:R:3:nbo_charge:R:1 method="wB97M-V/def2-TZVPD" homo_energy_ev=-9.3 homo_lumo_gap_ha=0.3440
H 0.746 1.842 1.473 0.40
N 0.326 0.881 1.326 -0.66
C 0.285 0.213 0.166 0.26
N 0.128 0.998 -0.948 -0.33
O 0.923 2.189 -0.432 -0.58
C -0.201 -1.123 0.028 0.38
N -1.577 -1.362 -0.732 -0.88
N 0.105 -2.184 0.744 -0.59
H 0.745 -1.949 1.468 0.35
H 0.214 0.784 -2.052 0.42
H 1.919 1.871 -0.382 0.46
H -2.464 -0.638 -0.425 0.39
H -1.929 -2.293 -0.515 0.39



In terms of stability, (a) leads; the second structure lies 204.0 kJ/mol higher.



(a)
18
Properties=species:S:1:pos:R:3:nbo_charge:R:1 method="wB97M-V/def2-TZVPD" homo_energy_ev=-8.3 homo_lumo_gap_ha=0.2973
C 0.782 1.293 1.504 -0.66
C 0.687 0.727 0.118 -0.06
C -0.417 0.951 -0.705 -0.19
C -0.416 0.299 -2.074 -0.67
H -0.165 1.338 2.038 0.26
H 1.210 2.306 1.458 0.23
H 1.436 0.663 2.103 0.25
H 1.505 0.087 -0.192 0.28
H -1.165 1.695 -0.469 0.25
H 0.498 0.635 -2.577 0.22
H -1.273 0.679 -2.632 0.22
H -0.474 -0.792 -2.038 0.33
H 0.449 -2.981 -0.403 0.45
H -0.412 -1.769 0.633 0.49
O 0.045 -2.125 -0.549 -1.21
H -0.355 -0.075 0.052 0.46
H -1.352 -1.644 2.088 0.46
O -0.583 -1.287 1.645 -1.11



(b)
18
Properties=species:S:1:pos:R:3:nbo_charge:R:1 method="wB97M-V/def2-TZVPD" smiles="C/C=C/C.O.O" homo_energy_ev=-8.7 homo_lumo_gap_ha=0.3409
C 0.411 -1.415 -1.266 -0.65
C 0.484 -0.164 -0.426 -0.15
C 1.404 0.769 -0.399 -0.22
C 1.119 2.038 0.294 -0.64
H -0.547 -1.960 -1.198 0.21
H 0.776 -1.069 -2.135 0.23
H 0.994 -2.283 -0.877 0.21
H -0.467 0.142 -0.028 0.18
H 2.401 0.633 -0.688 0.19
H 0.043 2.436 0.178 0.21
H 1.886 2.793 -0.039 0.21
H 1.203 1.886 1.375 0.21
O -1.266 -2.023 4.515 -0.94
H -2.053 -1.678 4.106 0.47
H -0.541 -1.818 3.934 0.47
O -1.525 0.512 -2.223 -0.92
H -2.330 -0.045 -2.429 0.46
H -1.993 1.245 -2.693 0.46



In terms of stability, (b) leads; the second structure lies 163.0 kJ/mol higher.



(a)
18
Properties=species:S:1:pos:R:3:nbo_charge:R:1 method="wB97M-V/def2-TZVPD" smiles=CCOCC.O homo_energy_ev=-9.6 homo_lumo_gap_ha=0.3813
C -2.213 -1.007 -0.179 -0.62
C -0.830 -1.607 -0.054 -0.05
O -0.052 -1.013 0.859 -0.55
C 1.355 -1.060 0.575 -0.06
C 2.063 -0.290 1.577 -0.63
H -2.106 0.071 -0.387 0.21
H -2.874 -1.132 0.695 0.21
H -2.689 -1.488 -1.051 0.21
H -0.796 -2.704 0.089 0.15
H -0.405 -1.384 -1.051 0.14
H 1.593 -2.133 0.441 0.17
H 1.482 -0.562 -0.406 0.16
H 1.751 -0.646 2.573 0.22
H 1.898 0.800 1.526 0.22
H 3.141 -0.489 1.454 0.21
O -0.482 5.143 -1.920 -0.94
H -1.192 4.667 -2.407 0.47
H 0.354 4.831 -2.334 0.47



(b)
18
Properties=species:S:1:pos:R:3:nbo_charge:R:1 method="wB97M-V/def2-TZVPD" smiles=COC.COC homo_energy_ev=-9.9 homo_lumo_gap_ha=0.4000
C -3.324 -0.963 2.126 -0.26
O -4.342 -1.944 2.023 -0.53
C -5.040 -1.779 0.824 -0.25
H -2.779 -1.212 3.052 0.19
H -3.647 0.090 2.180 0.17
H -2.635 -1.076 1.272 0.16
H -5.610 -0.836 0.879 0.16
H -5.753 -2.616 0.740 0.19
H -4.412 -1.758 -0.082 0.16
C 4.128 2.053 -2.401 -0.26
O 3.579 0.896 -1.789 -0.54
C 4.158 0.635 -0.478 -0.26
H 4.057 3.059 -1.955 0.17
H 3.550 2.042 -3.340 0.19
H 5.186 1.846 -2.636 0.16
H 5.224 0.366 -0.563 0.17
H 3.600 -0.246 -0.118 0.19
H 4.058 1.443 0.266 0.17



(c)
18
Properties=species:S:1:pos:R:3:nbo_charge:R:1 method="wB97M-V/def2-TZVPD" smiles=CCO.CCO homo_energy_ev=-9.4 homo_lumo_gap_ha=0.3695
C -64.084 17.778 48.231 -0.66
C -64.720 18.591 47.169 -0.04
O -63.731 18.888 46.180 -0.77
H -63.082 18.076 48.719 0.23
H -63.766 16.723 48.025 0.22
H -64.725 17.481 49.204 0.21
H -65.119 19.389 47.445 0.15
H -65.618 18.073 46.541 0.13
H -63.977 19.763 45.709 0.50
C -66.945 20.888 44.987 -0.64
C -65.722 21.522 44.197 -0.07
O -64.488 21.211 44.922 -0.74
H -67.899 21.491 44.568 0.21
H -67.065 21.222 46.062 0.21
H -67.053 19.862 44.872 0.22
H -65.752 22.581 44.032 0.17
H -65.716 21.272 43.175 0.19
H -64.395 21.837 45.616 0.48



(d)
18
Properties=species:S:1:pos:R:3:nbo_charge:R:1 method="wB97M-V/def2-TZVPD" smiles=CCO.CCO homo_energy_ev=-9.9 homo_lumo_gap_ha=0.3937
C 0.496 -1.220 1.972 -0.64
C 1.182 0.122 1.669 -0.07
O 2.528 -0.108 2.171 -0.74
H -0.268 -1.453 1.240 0.23
H 0.162 -1.372 2.993 0.20
H 1.302 -1.933 1.790 0.22
H 1.278 0.325 0.612 0.18
H 0.686 0.919 2.228 0.15
H 3.058 0.645 1.886 0.46
C -1.166 1.041 -2.510 -0.67
C -1.002 -0.244 -1.736 -0.07
O -0.770 0.085 -0.358 -0.73
H -0.837 1.178 -3.540 0.22
H -0.855 1.916 -1.935 0.23
H -2.214 1.385 -2.598 0.21
H -1.845 -0.941 -1.782 0.17
H -0.176 -0.861 -2.089 0.18
H -1.560 0.514 -0.013 0.47



In terms of stability, (a) leads; the second structure lies 40.1 kJ/mol higher.